DFT (ωB97M-V with the def2-TZVPD basis set) results for a cluster of 2 separate species, C5H16N2O in total at a distorted geometry.

Values from the calculation:
Kohn-Sham gap in Ha: 0.34444
SMILES: CCNC[C@H](C)N.O
HOMO level in eV: -8.60
E_LUMO in eV: 0.8

The geometry in ORCA input format:
```
! wB97M-V def2-TZVPD RIJCOSX def2/J DEFGRID3
* xyz 0 1
N 1.56971 -1.02097 2.09780
C 0.29586 -0.67786 1.36042
C -0.69392 0.16756 2.26138
C 0.79295 0.07059 0.16137
N -0.08569 0.06946 -1.02628
C -0.09295 -1.21234 -1.71981
C -1.26118 -2.15954 -1.36637
H 1.68922 -0.79016 3.09843
H 2.40228 -0.90855 1.54043
H -0.24049 -1.61802 1.09961
H -1.11503 -0.23656 3.16519
H -1.60464 0.29896 1.74333
H -0.15574 1.03886 2.37710
H 0.86747 1.21397 0.46739
H 1.79225 -0.22210 -0.23988
H -1.02553 0.36574 -0.77132
H 0.94369 -1.70813 -1.40220
H -0.11555 -1.09559 -2.86886
H -0.92771 -3.10962 -0.91637
H -2.15104 -1.81191 -0.67241
H -1.82977 -2.57731 -2.24765
H 0.69916 5.08525 -2.72650
H 0.06344 5.25396 -1.25573
O 0.18323 5.58433 -2.15905
*
```

Mulliken population analysis, charges in e, atoms 1 to 2: -0.526, 0.954


DFT (ωB97M-V with the def2-TZVPD basis set) results for a structure of composition C13H24CoI2N2Si2.

Values from the calculation:
Kohn-Sham gap (alpha / beta) in Ha: 0.23359 / 0.25318
<S²>: 6.02
HOMO level (alpha / beta) in eV: -10.32 / -11.29
E_LUMO (alpha / beta) in eV: -4.0 / -4.4

The geometry in ORCA input format:
```
! wB97M-V def2-TZVPD RIJCOSX def2/J DEFGRID3
* xyz 1 5
Co 0.88210 0.86833 0.00581
I 3.75769 1.35073 -0.02947
C 3.45849 3.44210 -0.02218
I 1.37111 3.76253 -0.00097
H 3.87703 3.86585 -0.92663
H 3.89524 3.86243 0.87524
C -1.71445 3.20732 -1.59227
Si -2.10364 2.29995 0.00120
C -1.68544 3.22073 1.57928
C -3.96641 2.16477 0.01539
N -1.09694 0.82279 -0.00054
C -1.50718 -0.46196 -0.00036
C -2.87055 -0.87193 -0.00242
C -3.22397 -2.18515 -0.00330
C -2.23125 -3.19288 -0.00260
C -0.91292 -2.85929 -0.00113
C -0.48236 -1.50224 0.00008
N 0.80875 -1.11176 0.00231
Si 2.26806 -2.14486 0.00655
C 3.17082 -1.78002 1.60744
C 3.20902 -1.74372 -1.56343
C 2.09831 -4.00478 -0.01904
H -1.99281 4.26098 -1.52607
H -2.33435 2.76268 -2.37517
H -0.68779 3.14781 -1.94770
H -1.96470 4.27385 1.50905
H -0.65110 3.16434 1.91449
H -2.29026 2.78309 2.37773
H -4.32275 3.19995 0.01411
H -4.37052 1.69073 0.90956
H -4.38367 1.68390 -0.86907
H -3.64101 -0.12561 -0.00352
H -4.26941 -2.46128 -0.00477
H -2.52295 -4.23410 -0.00339
H -0.17840 -3.64103 -0.00063
H 3.16153 -0.74702 1.95048
H 4.20958 -2.11213 1.55537
H 2.68699 -2.36714 2.39230
H 3.21044 -0.70355 -1.88212
H 2.74192 -2.31007 -2.37329
H 4.24534 -2.08061 -1.49543
H 1.60026 -4.41726 0.85801
H 3.12617 -4.38116 -0.00885
H 1.62602 -4.39531 -0.92005
*
```

Mulliken population analysis, charges in e, atoms 1 to 2: -0.133, 0.218


DFT (ωB97M-V with the def2-TZVPD basis set) results for a structure of composition C42H99N13O16SZn at a distorted geometry.

Values from the calculation:
Kohn-Sham gap in Ha: 0.28303
HOMO level in eV: -8.33
E_LUMO in eV: -0.6

The geometry in ORCA input format:
```
! wB97M-V def2-TZVPD RIJCOSX def2/J DEFGRID3
* xyz 0 1
Zn 0.83789 0.65073 2.01850
S -0.41204 0.03383 -0.08385
O -0.79596 -0.00513 1.31040
O -0.48266 -1.32326 -0.60589
O -1.21470 0.96353 -0.83860
O 0.93150 0.43563 0.11772
C 7.65186 -1.65499 -5.93307
C 6.34346 -1.08758 -5.43750
N 6.40624 0.29457 -5.11091
C 5.20998 0.64202 -4.41694
C 5.29224 0.19152 -2.89752
C 6.66114 1.11020 -6.30653
C 6.86427 2.59037 -5.96650
H 7.65343 -2.73321 -5.77328
H 8.52008 -1.29056 -5.38399
H 7.86362 -1.39977 -6.97140
H 5.57865 -1.32553 -6.17679
H 5.95910 -1.63336 -4.57581
H 4.99647 1.70956 -4.47054
H 4.28621 0.24490 -4.83771
H 6.21092 0.54848 -2.43199
H 4.39904 0.67777 -2.50529
H 5.23172 -0.88736 -2.75449
H 5.87942 0.91633 -7.04098
H 7.58885 0.72195 -6.72690
H 7.43147 2.72947 -5.04615
H 5.92962 3.13718 -5.84192
H 7.39153 3.04716 -6.80403
C 2.64453 -2.67372 3.70806
C 1.28348 -2.31424 3.07783
O 1.22270 -1.22594 2.52170
N 0.38939 -3.23445 3.17904
C -0.94755 -3.11332 2.67161
H 2.52356 -3.59673 4.27508
H 2.97025 -1.96148 4.46616
H 3.37509 -2.72765 2.90092
H 0.61279 -4.16447 3.50346
H -1.55707 -3.56886 3.45203
H -1.09002 -3.66002 1.73945
H -1.30813 -2.10688 2.45907
C -4.21402 1.55468 -2.28994
C -4.67347 1.85434 -0.87111
O -5.84900 2.12889 -0.59790
N -3.75298 1.69094 0.05462
C -3.96178 1.83004 1.45535
H -3.12996 1.45117 -2.33687
H -4.62125 2.16961 -3.09251
H -4.55166 0.54566 -2.52657
H -2.82882 1.47170 -0.28881
H -3.57707 2.78567 1.81152
H -3.33886 1.05381 1.89981
H -4.99204 1.68841 1.78187
C -1.77390 -4.65278 -0.86644
C -2.96385 -3.91530 -0.35450
O -4.01473 -4.50006 -0.14705
N -2.79537 -2.59953 -0.29579
C -3.94250 -1.71885 -0.01780
H -2.03573 -5.17256 -1.78805
H -1.41804 -5.38003 -0.13666
H -0.86998 -4.09311 -1.10685
H -1.90204 -2.18760 -0.52467
H -3.70563 -1.00684 0.77279
H -4.89812 -2.18036 0.23099
H -4.11343 -1.09448 -0.89475
C -2.05763 3.54808 4.88269
C -3.18981 4.58151 4.97112
O -3.96555 4.71408 4.02667
N -3.25902 5.37591 6.05012
C -2.66057 5.12478 7.34700
H -1.07624 3.85815 5.24165
H -1.85618 3.25603 3.85205
H -2.26234 2.59456 5.36950
H -4.08751 5.94885 5.97640
H -2.82975 4.12348 7.74306
H -3.09924 5.83673 8.04613
H -1.57690 5.22925 7.29370
C -0.68519 4.42268 0.92120
C 0.28848 3.75001 1.86702
O 0.25964 2.55827 2.08371
N 1.19009 4.58533 2.37771
C 2.28979 4.18411 3.22561
H -1.17320 3.67212 0.29941
H -0.04883 5.02755 0.27523
H -1.42515 5.08201 1.37489
H 1.26242 5.55070 2.08976
H 2.03062 3.36914 3.90145
H 2.61546 4.94896 3.93061
H 3.15803 3.81610 2.67896
C -3.58865 -6.52942 -4.92874
C -2.15398 -6.12610 -4.76156
O -1.42218 -6.90529 -4.20216
N -1.72672 -4.94042 -5.21457
C -0.32102 -4.52668 -5.33212
H -4.19247 -5.71021 -4.53837
H -3.88583 -7.30358 -4.22130
H -3.91773 -6.72959 -5.94841
H -2.40637 -4.30535 -5.60808
H -0.15231 -4.03710 -6.29126
H 0.35595 -5.37564 -5.23686
H -0.02955 -3.82626 -4.54946
C 1.23399 0.57610 6.22864
C 0.07802 0.39358 5.22259
O 0.15584 0.78260 4.01679
N -0.93471 -0.26961 5.69719
C -2.22654 -0.48386 5.04107
H 0.97809 0.27525 7.24457
H 1.41830 1.65011 6.25393
H 2.22083 0.17717 5.99395
H -0.77876 -0.73850 6.57805
H -2.41612 0.33911 4.35196
H -2.99775 -0.42307 5.80895
H -2.30257 -1.39154 4.44238
C 4.52151 1.00301 4.16869
C 3.81565 0.69710 2.87464
O 2.70980 1.18770 2.67145
N 4.42045 -0.07290 1.95029
C 3.89583 -0.48959 0.65259
H 4.74427 0.13994 4.79606
H 4.01871 1.77620 4.74961
H 5.43487 1.50799 3.85428
H 5.42748 -0.01428 2.00081
H 3.14205 -1.26787 0.77171
H 4.69947 -0.79026 -0.01962
H 3.42087 0.31730 0.09452
C 1.98878 -1.52182 -3.02518
C 2.23664 -2.87817 -2.34091
O 2.86840 -3.76896 -2.95717
N 1.76342 -2.94129 -1.09581
C 1.85423 -4.07982 -0.19277
H 2.02964 -1.69228 -4.10099
H 2.79224 -0.82994 -2.77247
H 1.05582 -1.02774 -2.75394
H 1.04355 -2.25119 -0.93565
H 0.87742 -4.19536 0.27691
H 2.55063 -3.91407 0.62922
H 2.18137 -5.02322 -0.62989
C 1.81653 2.80964 -1.72523
C 0.79840 3.71054 -2.31594
O 1.13978 4.81901 -2.74771
N -0.49375 3.32630 -2.25480
C -1.62107 4.09999 -2.70041
H 1.73161 1.76417 -2.02167
H 1.73748 2.81654 -0.63813
H 2.81933 3.17854 -1.94069
H -0.72115 2.49206 -1.73284
H -1.98878 3.63026 -3.61268
H -1.34534 5.15314 -2.75470
H -2.38739 3.99123 -1.93292
C -6.32599 1.82961 5.66968
C -5.75595 0.44077 5.35863
O -5.24663 -0.25480 6.21514
N -5.84771 0.01940 4.12925
C -5.32867 -1.24516 3.61090
H -5.60664 2.64247 5.57028
H -6.61473 1.76941 6.71902
H -7.21008 2.04352 5.06906
H -6.41002 0.54336 3.47399
H -6.20524 -1.85939 3.40485
H -4.63397 -1.69588 4.31966
H -4.72773 -1.16378 2.70517
C -0.57995 0.45250 -4.93947
C -1.32002 -0.58709 -5.79590
O -1.20390 -0.56344 -7.01874
N -2.17826 -1.41856 -5.16934
C -2.30712 -1.69468 -3.75711
H -0.45576 0.10605 -3.91348
H -1.01193 1.45125 -5.00259
H 0.41952 0.46592 -5.37417
H -2.68712 -2.10439 -5.70859
H -3.31506 -2.05572 -3.55264
H -2.13178 -0.82721 -3.12083
H -1.53217 -2.36584 -3.38683
*
```

Mulliken population analysis, charges in e, atoms 1 to 2: 1.317, -0.020


DFT (ωB97M-V with the def2-TZVPD basis set) results for a cluster of 2 separate species, C7H16NO2 in total at a distorted geometry.

Values from the calculation:
Kohn-Sham gap in Ha: 0.27214
HOMO level in eV: -11.26
E_LUMO in eV: -3.9

The geometry in ORCA input format:
```
! wB97M-V def2-TZVPD RIJCOSX def2/J DEFGRID3
* xyz 1 1
C -0.04462 2.02093 0.10811
C 0.46567 0.69670 -0.41130
C 3.71229 -1.13305 0.40651
C -3.25371 0.17658 -1.11836
C -2.27031 -0.37318 1.08253
C 2.24282 -0.60543 0.42909
C -2.35089 -0.64561 -0.27005
N 1.94374 0.58107 -0.49707
O 0.17844 0.92766 0.99836
O -1.79246 -1.70643 -0.72461
H 0.55369 2.80217 0.46287
H -0.96655 2.29443 -0.34796
H 3.85057 -2.00127 -0.25157
H 4.42036 -0.38319 0.09487
H 3.99285 -1.36484 1.48157
H -3.02799 1.19585 -0.91595
H -4.33167 0.13572 -0.79840
H -3.21891 -0.04812 -2.21184
H -3.02732 0.33303 1.48168
H -2.05641 -1.26539 1.73630
H -1.29496 0.10972 1.28133
H 1.88725 -0.20298 1.33332
H 1.54025 -1.46856 0.03658
H 2.19427 0.39342 -1.47449
H 2.48619 1.43540 -0.26399
H -1.83258 -1.90466 -1.64752
*
```

Mulliken population analysis, charges in e, atoms 1 to 2: -0.421, -0.482


| no. | DFT total energy (hartree) |
| --- | --- |
| 1 | -384.7763 |
| 2 | -3176.2564 |
| 3 | -5753.1327 |
| 4 | -481.1225 |